Below is a cluster of 11 separate species, C99H209N11O11 in total at a distorted geometry, with properties calculated with ωB97M-V with the def2-TZVPD basis set.

Element x y z (Å)
O1 -4.58389 4.97501 -6.91534
O2 5.02821 -1.43065 2.96113
O3 -3.94234 -3.87132 3.73685
O4 2.71340 3.98273 -2.97815
O5 5.97388 -6.52851 -3.60381
O6 -2.08608 -7.63154 1.99721
O7 -0.77192 2.74313 4.39722
O8 2.57521 0.81145 -0.14098
O9 -0.84751 -3.76343 -3.78100
O10 -5.24054 -3.79094 -2.49005
O11 3.09801 7.76773 2.06432
N1 -6.24266 -2.80327 -2.47305
N2 3.61335 2.99888 -2.54363
N3 1.26965 0.22143 -0.32395
N4 4.09638 -1.19364 3.94446
N5 -3.85913 4.45392 -5.78806
N6 -3.84565 -2.87847 4.78889
N7 -0.22000 3.48908 5.44746
N8 -1.32041 -7.32049 0.92872
N9 6.07487 -5.79422 -2.37668
N10 -1.13157 -3.48570 -5.11904
N11 2.30716 8.90214 1.70974
C1 3.41212 -3.67615 4.09605
C2 -4.77695 4.36225 -4.60809
C3 -6.46416 -2.30103 -1.13727
C4 2.18684 8.00767 -0.48090
C5 -0.21784 5.53338 4.06256
C6 1.20707 9.12964 4.04435
C7 -1.50332 -2.54350 4.13956
C8 -1.36254 -0.98609 -0.02721
C9 1.24608 -1.29348 -0.15170
C10 0.19730 1.10796 0.07538
C11 5.60268 0.42408 5.39562
C12 6.20976 1.50767 -2.25830
C13 -1.14079 3.71011 6.53290
C14 -5.07509 -1.04162 -4.01891
C15 -7.72705 -1.30922 -1.16183
C16 1.35799 8.55196 0.65953
C17 -3.93799 -0.43610 6.44546
C18 2.88083 -0.68325 6.55065
C19 -0.35470 -2.26892 -5.42041
C20 -0.35410 -8.37756 0.47456
C21 4.75847 3.60428 -1.71711
C22 -2.39356 -5.10688 0.85207
C23 -2.69990 4.70727 -2.92983
C24 1.14644 11.00603 2.26590
C25 -5.53164 5.67848 -4.22276
C26 -2.62249 6.72885 -5.32855
C27 -2.06038 -6.41326 -0.00827
C28 -1.81572 -4.08963 -7.44176
C29 -2.66098 -0.92008 5.71443
C30 2.89537 -2.05876 5.98944
C31 -2.88329 -1.83909 4.42653
C32 0.57285 9.74150 0.22830
C33 2.94674 0.31856 5.43559
C34 -1.28936 2.38307 7.23961
C35 0.45304 -7.80116 -0.67559
C36 5.42702 -3.60725 -3.32917
C37 -3.32240 -0.94132 3.28051
C38 -0.77043 -1.06790 -4.42989
C39 7.96988 -4.34963 -3.04807
C40 -1.38780 -4.64973 -6.02029
C41 -5.83647 3.27443 -4.96098
C42 1.77454 4.00867 4.17668
C43 -0.02918 10.58439 1.38101
C44 5.11135 -5.50243 -0.04522
C45 -0.16955 -1.84140 -0.55699
C46 -6.27262 -2.16051 4.84025
C47 -5.36445 -4.08136 6.25993
C48 6.47918 -4.33176 -2.45746
C49 -0.34125 4.53271 7.66669
C50 3.90796 -2.39743 4.84685
C51 3.94797 2.01151 -3.59704
C52 0.62957 4.62366 4.97035
C53 4.28709 0.18487 4.59056
C54 2.66520 1.24484 -3.94056
C55 -3.95927 3.96297 -3.36442
C56 4.13065 4.32658 -0.51268
C57 6.57750 -3.66928 -1.02713
C58 -0.96445 -2.82983 -7.89767
C59 -7.65978 -0.27303 -2.37505
C60 5.56937 4.66604 -2.56330
C61 2.00396 9.83325 2.87805
C62 4.08217 1.33902 3.52393
C63 5.12419 -2.85925 5.64506
C64 0.28598 5.86686 7.19569
C65 -7.54727 -1.09175 -3.64519
C66 3.37480 10.39033 3.41891
C67 2.28963 -1.92722 -1.12093
C68 5.42015 -4.00139 -0.01050
C69 4.87030 -6.12212 -1.47297
C70 -6.54575 -2.91728 -4.87892
C71 0.33290 2.40878 -0.80303
C72 -1.63921 4.76059 -6.76545
C73 0.21510 1.50839 1.56144
C74 -1.15665 -5.90773 -1.15162
C75 -2.56032 -5.48179 -5.50952
C76 -0.83801 -1.71071 -6.84724
C77 1.51524 -1.76762 1.31216
C78 4.80211 -7.57935 -1.24575
C79 -3.37822 -7.04454 -0.63084
C80 5.70924 2.45329 -1.19980
C81 -2.56552 5.13806 -5.56637
C82 -2.43919 4.41071 6.17285
C83 -4.70680 -1.75676 6.77566
C84 -1.17122 0.46464 -0.37287
C85 -0.25289 -6.96145 -1.75259
C86 0.37316 7.38060 0.97094
C87 -6.81742 -3.51838 -0.17457
C88 -1.06929 -9.58639 -0.07476
C89 -1.86817 4.62661 -4.21025
C90 4.99575 0.98700 -3.10442
C91 -6.31334 -1.96706 -3.73000
C92 0.42891 -8.85360 1.64524
C93 -5.17602 -1.58082 -0.55316
C94 -0.05903 -5.56886 -6.09297
C95 -5.04781 -2.75934 5.56749
C96 4.47100 2.65681 -4.89471
C97 1.25344 5.44920 6.11254
C98 1.15261 -2.49606 -5.55562
C99 3.42338 -5.68524 -2.01617
H1 -4.39277 -3.35955 -2.61956
H2 6.53324 0.02266 4.99437
H3 5.99072 -3.00407 4.99988
H4 -7.32694 -3.65418 -4.69240
H5 1.69775 7.83105 -1.43886
H6 3.30671 -6.06215 -3.03225
H7 4.77134 -3.00063 -2.70451
H8 -0.79758 10.10634 1.98859
H9 1.86956 -2.12968 5.62776
H10 4.45254 0.33523 -2.42014
H11 -8.43675 -1.71084 -3.76213
H12 0.97053 9.81160 4.86108
H13 -0.43354 3.12528 -0.50757
H14 0.71948 -1.42721 1.97472
H15 -2.86537 5.75601 -2.68310
H16 -3.63770 -4.60251 4.27922
H17 4.89648 1.33398 2.79937
H18 -7.67175 -4.08621 -0.54306
H19 6.64515 2.85398 -0.81044
H20 2.28471 -1.23892 1.87473
H21 -1.59727 -9.25693 -0.96964
H22 -6.04215 -4.25464 0.03747
H23 -5.62099 -3.47409 -5.03029
H24 2.20683 -1.25927 -1.97830
H25 0.30350 6.44732 3.77794
H26 1.95508 -0.52738 7.10453
H27 -0.38819 1.90094 7.61849
H28 0.45012 -5.60653 -5.12993
H29 1.17878 10.32656 -0.46355
H30 5.41652 -2.07147 6.33936
H31 0.63472 -5.24605 -6.86923
H32 -4.17138 -1.62065 -4.20903
H33 -0.37614 -2.82840 -0.14314
H34 -0.47176 6.61949 6.97781
H35 3.53865 3.71872 0.17152
H36 3.23848 11.18218 4.15545
H37 4.21163 2.34229 3.92987
H38 -4.56431 0.04575 5.69469
H39 -7.73157 -0.44759 -4.50495
H40 -0.09305 -9.30125 2.49098
H41 5.91286 -2.93109 -4.03263
H42 -3.75486 2.89235 -3.37358
H43 6.03301 5.39558 -1.89931
H44 -4.56233 4.07792 -2.46375
H45 4.73259 -4.17841 -3.94532
H46 -1.86178 -1.34845 -6.75364
H47 0.23979 8.79841 3.66653
H48 3.96779 -7.77188 -0.57126
H49 -1.01446 4.88310 8.44908
H50 -5.20844 -0.37398 -4.87013
H51 3.87980 3.49351 -5.26689
H52 -2.31614 -1.32083 -0.43549
H53 -1.43305 0.66192 -1.41240
H54 2.05015 4.92761 6.64292
H55 -4.55635 -4.37059 6.93181
H56 -2.72141 -8.23789 1.60952
H57 1.22811 1.86528 1.74723
H58 -8.62289 -1.92877 -1.12016
H59 -6.43727 3.59142 -5.81342
H60 1.76297 8.33207 4.53728
H61 -2.22054 4.27049 -2.05375
H62 2.63734 7.06153 -0.18092
H63 -0.46398 5.03418 3.12537
H64 3.24503 -1.85394 -0.60137
H65 -4.61548 4.31177 -7.60868
H66 -0.03651 -3.35478 -8.12453
H67 0.96317 6.57208 1.40255
H68 2.17981 -2.99110 -1.33118
H69 2.13204 0.14684 4.73212
H70 0.96097 -7.99373 2.05221
H71 1.33981 -7.30298 -0.28372
H72 -2.11976 -0.07521 5.28852
H73 -7.01093 -1.75214 5.53033
H74 -1.55099 -4.77748 -8.24480
H75 3.47262 5.09970 -0.90937
H76 5.38210 0.40926 -3.94410
H77 -3.51710 7.20198 -5.73341
H78 1.52695 -2.84529 1.47522
H79 -3.36623 -4.89530 -5.06835
H80 8.35496 -3.33663 -3.16487
H81 1.14829 -9.62722 1.37676
H82 -1.48569 -1.07600 1.05207
H83 6.35222 4.09803 -3.06592
H84 -2.42860 5.49538 6.06576
H85 -5.40538 -1.06328 0.37831
H86 5.67897 -8.02605 -0.77705
H87 5.64487 -3.59332 0.97493
H88 0.26510 2.38883 -1.89074
H89 -0.97365 -7.48230 -2.38291
H90 2.32280 4.71743 3.55605
H91 -1.71354 3.71372 -7.05979
H92 -6.94936 0.54891 -2.46344
H93 1.90382 3.83254 -2.48457
H94 3.96326 9.62839 3.93006
H95 -2.32702 -6.21475 -4.73723
H96 3.73673 -0.57947 7.21756
H97 -4.81741 6.38613 -3.80179
H98 -2.62034 6.94573 -4.26035
H99 4.89064 -3.83285 6.07591
H100 -3.89981 -0.09299 3.64798
H101 7.06260 1.90564 -2.80821
H102 5.52825 2.91895 -4.93479
H103 4.50098 -8.16114 -2.11692
H104 -3.97997 -7.20982 0.26286
H105 -4.81580 -0.31814 -3.24596
H106 -2.73048 -4.27331 0.23584
H107 -0.31777 -6.57489 -6.42319
H108 6.77208 -2.60998 -1.19488
H109 -0.09732 -1.00029 -7.21438
H110 3.04829 8.61607 -0.75629
H111 2.90425 -2.78042 6.80628
H112 -6.84310 -2.49829 -5.84024
H113 -4.70807 -0.78961 -1.13891
H114 -2.83303 4.04601 5.22418
H115 3.17863 1.30499 2.91520
H116 -0.53842 11.43513 0.92824
H117 4.50289 -3.52799 -0.36068
H118 -1.71732 7.23136 -5.66952
H119 -0.42845 -5.19772 -0.75955
H120 3.07614 -4.49501 4.73218
H121 -1.90924 1.64472 6.73100
H122 1.19692 3.00713 -0.51397
H123 -0.49413 -0.05972 -4.73862
H124 -1.88824 1.00996 0.24083
H125 2.78195 1.33188 5.80181
H126 -0.18406 9.32339 -0.43531
H127 -1.48469 -4.61465 1.19814
H128 2.69818 -6.11888 -1.32759
H129 6.68410 0.61817 -1.84370
H130 8.54874 -4.89399 -2.30197
H131 -0.13802 2.02615 4.32165
H132 -1.75904 -0.92282 -3.99435
H133 -5.36902 2.31716 -5.19164
H134 -6.87804 -3.13898 0.84547
H135 -1.81397 -9.92373 0.64618
H136 -4.33330 -2.24756 -0.37040
H137 2.53060 3.64079 4.87031
H138 1.61195 -1.53537 -5.32284
H139 -1.36428 3.67308 -4.36824
H140 -1.37126 -3.36856 4.83950
H141 2.63899 1.28302 -0.97474
H142 -1.40129 -2.96091 3.13783
H143 -8.53721 0.36380 -2.26240
H144 -3.15994 -7.97952 -1.14684
H145 5.58969 -0.01192 6.39455
H146 -4.02610 -6.41568 -1.24148
H147 0.39848 -6.36986 -2.39591
H148 -4.07324 -2.31872 7.46189
H149 -5.57027 -1.51908 7.39696
H150 4.91114 4.84992 0.03964
H151 -2.87784 -3.85377 -7.50766
H152 7.98359 -4.97278 -3.94227
H153 4.59182 -2.08138 2.40642
H154 4.08592 10.82895 2.71891
H155 -1.20161 -2.29718 -8.81862
H156 2.51414 -3.24653 3.65202
H157 3.92616 8.03930 1.66183
H158 3.26571 -4.62067 -2.18923
H159 5.98593 -6.02296 0.34499
H160 0.43508 3.93123 8.13959
H161 4.26191 -5.67933 0.61453
H162 -2.94605 -6.03712 -6.36448
H163 5.83682 1.47359 5.57395
H164 0.77673 11.57681 3.11774
H165 -3.98881 -1.42344 2.56529
H166 -1.89548 2.56003 8.12810
H167 -0.13873 -1.88930 -1.64551
H168 -0.22572 -1.09313 -3.48609
H169 4.06533 -3.97897 3.27768
H170 -3.16129 4.24058 6.97142
H171 0.94453 6.26559 7.96733
H172 0.06014 6.96772 0.01195
H173 -1.95482 -1.47527 6.33185
H174 -7.70483 -0.71712 -0.24694
H175 6.87628 -6.73312 -3.85958
H176 -6.42392 3.00230 -4.08409
H177 0.05051 0.59902 2.13943
H178 5.17487 1.90119 -0.42666
H179 -2.05963 5.22094 -7.65955
H180 -1.19579 5.77363 4.47968
H181 2.78170 0.36672 -4.57573
H182 -0.46313 -10.43690 -0.38668
H183 1.47231 -2.71314 -6.57482
H184 1.83568 11.64394 1.71261
H185 -6.67236 -2.99702 4.26705
H186 1.93820 1.83738 -4.49596
H187 -3.20601 -5.28973 1.55534
H188 1.59690 -3.23983 -4.89417
H189 -0.61326 5.10280 -6.62965
H190 0.77972 -8.72001 -1.16250
H191 -1.81811 -5.40200 -1.85504
H192 7.56428 -3.87986 -0.61482
H193 -5.93298 6.21789 -5.08071
H194 1.74418 6.34188 5.72475
H195 -5.54648 -4.96861 5.65350
H196 1.43225 3.22319 3.50290
H197 4.94555 5.25098 -3.23918
H198 4.36671 1.87935 -5.65154
H199 -6.06377 -1.28368 4.22736
H200 -6.33424 5.49552 -3.50831
H201 -1.13001 5.36025 -3.88621
H202 -0.56387 7.59497 1.48486
H203 -2.44612 -0.48307 2.82200
H204 -0.62923 -1.90608 4.27288
H205 -6.18912 -4.00863 6.96896
H206 2.15885 0.94782 -3.02214
H207 -0.47183 2.34740 1.67228
H208 0.04029 -4.12152 -3.85296
H209 -3.81905 0.27026 7.26703

## Properties
Structure (SMILES): CC1(C)CCCC(C)(C)N1O.CC1(C)CCCC(C)(C)N1O.CC1(C)CCCC(C)(C)N1O.CC1(C)CCCC(C)(C)N1O.CC1(C)CCCC(C)(C)N1O.CC1(C)CCCC(C)(C)N1O.CC1(C)CCCC(C)(C)N1O.CC1(C)CCCC(C)(C)N1O.CC1(C)CCCC(C)(C)N1O.CC1(C)CCCC(C)(C)N1O.CC1(C)CCCC(C)(C)N1O
Energy in hartree: -5326.690307
M in g mol⁻¹: 1729.83
Energy relative to the best compared isomer or geometry (same formula, charge and spin) in kcal per mole: 142.3
Lowest unoccupied orbital energy in eV: 0.5